Entry 1:
# C30H40N4S2SbScSi3

A molecular structure, C30H40N4S2SbScSi3 (wB97M-V/def2-TZVPD, the OMol25 dataset).

Last column: Löwdin charge in e.
CARTESIAN COORDINATES (ANGSTROEM)
Sc1 -1.804358 -0.518308 -1.214948  0.5015
S1 -3.435360 -2.186142 -2.074577  0.5768
C1 -3.026465 -3.005204 -0.551716  -0.7009
C2 -2.812420 -4.389638 -0.594696  -0.0728
C3 -2.398937 -5.103543 0.511589  -0.2042
C4 -2.122226 -6.506651 0.382992  -0.1763
N1 -1.904986 -7.629867 0.274789  0.1745
C5 -2.203526 -4.435945 1.727132  -0.1983
C6 -2.445521 -3.079893 1.802108  -0.0536
C7 -2.851859 -2.331263 0.687674  -0.6726
S2 -3.067178 -0.591591 0.886145  0.6299
C8 -1.707140 -5.128834 2.882878  -0.1761
N2 -1.285026 -5.653720 3.813969  0.1746
H1 -2.942215 -4.905614 -1.536743  0.1202
H2 -2.293672 -2.568046 2.743161  0.1145
C9 1.119302 3.480419 0.095760  -0.3097
Sb1 -0.276399 1.932729 0.668628  1.4215
C10 -1.249648 1.640950 -1.200225  -0.6289
C11 -0.541199 1.485808 -2.487837  -0.4262
C12 0.212869 2.446148 -3.171574  -0.0430
C13 0.733922 2.142897 -4.412869  -0.0445
C14 0.517282 0.886119 -4.972608  -0.0524
C15 -0.232099 -0.020561 -4.255197  -0.1065
N3 -0.745887 0.276078 -3.059032  0.0113
Si1 -2.733789 2.775030 -1.366151  0.3692
C16 -3.735057 2.143715 -2.824839  -0.1605
C17 -2.266686 4.562820 -1.723373  -0.1747
C18 -3.811157 2.781194 0.163585  -0.1984
C19 1.204719 0.254885 1.070268  -0.5212
C20 0.784186 -1.136082 0.703804  -0.3804
C21 1.217312 -2.246262 1.446241  -0.0514
C22 1.068606 -3.533572 0.981788  -0.0202
C23 0.490048 -3.744367 -0.263768  -0.0386
C24 0.009931 -2.635833 -0.913380  -0.1439
N4 0.119614 -1.370516 -0.451729  0.0163
Si2 1.404316 0.496038 2.976220  0.4165
C25 -0.083924 -0.263094 3.818410  -0.1621
C26 2.974050 -0.213610 3.753295  -0.1726
C27 1.533680 2.315496 3.430553  -0.2040
Si3 2.895077 0.412403 0.183084  0.4657
C28 3.929637 -1.129334 0.480981  -0.1575
C29 2.696963 0.499468 -1.675204  -0.1492
C30 3.945359 1.843246 0.791167  -0.1649
H3 0.486036 4.264061 -0.325675  -0.0075
H4 1.857863 3.195115 -0.648378  -0.0119
H5 1.623584 3.884052 0.972890  -0.0055
H6 0.374806 3.414704 -2.720062  0.1055
H7 1.312022 2.883216 -4.951978  0.1151
H8 0.914071 0.623724 -5.942454  0.1062
H9 -0.450748 -1.010486 -4.638221  0.1205
H10 -3.160189 2.147268 -3.754567  0.0356
H11 -4.617409 2.769673 -2.979884  0.0387
H12 -4.094882 1.121828 -2.659182  0.0232
H13 -1.627456 4.668302 -2.602510  0.0214
H14 -1.751694 5.019611 -0.873318  0.0249
H15 -3.168813 5.152903 -1.906385  0.0339
H16 -4.327208 1.830426 0.304283  -0.0041
H17 -4.571240 3.559511 0.051422  0.0371
H18 -3.252590 2.996340 1.076444  0.0126
H19 1.713942 -2.087080 2.387509  0.0829
H20 1.419101 -4.365646 1.579447  0.1270
H21 0.368665 -4.729274 -0.690471  0.1201
H22 -0.528283 -2.745801 -1.853981  0.1004
H23 -0.100756 -1.349462 3.711152  0.0248
H24 -1.016575 0.124586 3.403396  0.0181
H25 -0.064234 -0.038585 4.887850  0.0422
H26 3.008294 -1.297979 3.857381  0.0308
H27 3.021657 0.194614 4.767465  0.0397
H28 3.884886 0.100967 3.240684  0.0153
H29 0.678377 2.938060 3.172617  -0.0006
H30 2.436069 2.773332 3.021052  0.0246
H31 1.627604 2.344775 4.520610  0.0408
H32 3.547799 -1.995252 -0.063724  0.0377
H33 4.038984 -1.410043 1.529761  0.0238
H34 4.929001 -0.911019 0.091564  0.0429
H35 1.965641 -0.231529 -2.030115  0.0269
H36 3.658345 0.257382 -2.137476  0.0450
H37 2.392459 1.477563 -2.041267  0.0128
H38 4.332194 1.649386 1.793669  0.0246
H39 3.451298 2.812777 0.800379  0.0032
H40 4.809235 1.920031 0.124320  0.0444

Cartesian forces (eV/Å) of the 2 atoms listed first:
0.081 -0.156 0.012
0.075 -0.034 0.098

Properties
Net charge: 0
Calculated total energy, eV: -110266.8733
Orbital gap, eV: 7.7

Entry 2:
# C30H40N9O2ReSi

A molecular structure, C30H40N9O2ReSi (wB97M-V/def2-TZVPD, the OMol25 dataset).

Last column: Löwdin spin population.
CARTESIAN COORDINATES (ANGSTROEM)
Re1 -0.148663 -0.591006 1.161813  0.7960
N1 2.815244 -1.511505 2.136716  0.0090
C1 2.306771 -0.615792 3.052595  0.0042
C2 3.132358 -0.135296 4.075189  -0.0012
C3 2.631218 0.763723 4.983246  0.0046
C4 1.300949 1.181360 4.866410  0.0004
C5 0.556061 0.684846 3.836466  0.0054
N2 1.037793 -0.199824 2.917103  0.0041
C6 2.124192 -2.636055 1.696130  0.0031
C7 2.845747 -3.801730 1.454742  -0.0005
C8 2.165715 -4.954737 1.140684  0.0047
C9 0.771618 -4.920817 1.106065  0.0006
C10 0.141728 -3.724173 1.302517  0.0014
N3 0.797222 -2.560388 1.548619  -0.0032
H1 3.810513 -1.653785 2.211465  0.0002
H2 4.149963 -0.497860 4.148226  -0.0002
H3 3.255162 1.135282 5.786160  0.0002
H4 0.864442 1.883704 5.562694  0.0000
H5 -0.461345 1.018169 3.679778  0.0010
H6 3.924429 -3.791567 1.548325  -0.0002
H7 2.703714 -5.875906 0.957052  0.0002
H8 0.186592 -5.808861 0.915156  -0.0001
H9 -0.935441 -3.668467 1.252776  0.0001
N4 0.915287 1.340223 0.701342  -0.0067
C11 0.051251 2.530058 0.878634  -0.0014
C12 0.498016 3.752500 0.096983  -0.0008
C13 0.484122 3.571366 -1.433178  0.0001
C14 -0.119989 4.774050 -2.144541  0.0000
N5 -1.556886 4.824011 -1.876738  -0.0001
C15 -2.428300 5.565560 -2.547353  0.0000
N6 -2.017633 6.418246 -3.483049  0.0000
N7 -3.733668 5.435012 -2.297989  0.0000
C16 -1.346726 2.064534 0.530940  0.0060
O1 -2.180747 2.782372 0.033181  0.0128
O2 -1.568344 0.825846 0.922252  0.0519
H10 1.727719 1.399431 1.308973  0.0010
H11 1.280340 1.319991 -0.252093  0.0020
H12 0.025028 2.773246 1.944701  -0.0001
H13 1.491087 4.053952 0.436019  0.0000
H14 -0.169691 4.565059 0.393256  -0.0002
H15 -0.071709 2.674069 -1.727051  0.0001
H16 1.499267 3.442919 -1.810818  0.0001
H17 0.049295 4.695904 -3.219881  0.0000
H18 0.366905 5.686217 -1.786813  0.0000
H19 -1.909576 4.226586 -1.132856  0.0000
H20 -1.042376 6.622464 -3.613849  0.0000
H21 -2.674917 6.977219 -4.000952  0.0000
H22 -4.060750 4.798263 -1.591255  0.0000
H23 -4.406415 6.067358 -2.697121  0.0000
N8 -1.634002 -1.237238 2.720569  0.0053
C17 -2.796541 -1.900833 2.140416  0.0008
C18 -3.860250 -2.317600 2.887929  0.0001
C19 -4.960193 -2.935439 2.262662  0.0002
C20 -4.962796 -3.124745 0.910472  0.0000
C21 -3.863653 -2.709032 0.123776  0.0003
C22 -3.792277 -2.918445 -1.272316  0.0018
C23 -2.675796 -2.522532 -1.950778  0.0004
C24 -1.624196 -1.912733 -1.255374  0.0034
N9 -1.651848 -1.685219 0.051698  0.0087
C25 -2.772466 -2.078241 0.749752  0.0004
H24 -1.956634 -0.362926 3.132774  0.0012
H25 -1.246925 -1.792054 3.482087  0.0003
H26 -3.865580 -2.172366 3.962566  0.0000
H27 -5.798864 -3.259891 2.863795  0.0000
H28 -5.802201 -3.605129 0.422839  0.0000
H29 -4.618176 -3.398911 -1.783758  0.0001
H30 -2.577642 -2.669452 -3.017125  0.0000
H31 -0.732358 -1.598614 -1.778201  0.0005
C26 1.611000 -2.024193 -4.294030  0.0001
Si1 2.720817 -1.225305 -3.031570  0.0092
C27 3.276529 0.471435 -3.571119  0.0020
C28 4.148317 -2.318941 -2.553721  0.0038
C29 1.688662 -0.979788 -1.488265  0.0699
C30 0.978843 -0.854879 -0.501774  -0.0042
H32 2.115125 -2.095163 -5.261290  0.0000
H33 0.692874 -1.449919 -4.445179  0.0001
H34 1.338820 -3.039875 -3.995007  0.0000
H35 3.876357 0.397094 -4.481503  0.0003
H36 3.893051 0.957805 -2.810823  0.0000
H37 2.421506 1.115535 -3.794859  0.0000
H38 4.740497 -2.569451 -3.437571  0.0006
H39 3.798220 -3.258148 -2.118551  0.0000
H40 4.815210 -1.830579 -1.839191  0.0000

Cartesian forces (eV/Å) of the 2 atoms listed first:
-0.105 0.018 -0.188
-0.098 0.025 -0.067

Properties
Net charge: +3
Spin multiplicity: 2
Expectation value of S²: 0.758
Calculated total energy, eV: -59254.1693
Orbital gap (spin up / spin down), eV: 7.9 / 6.8

Entry 3:
# C30H40O30

10 unconnected molecules or ions with the total composition C30H40O30 (wB97M-V/def2-TZVPD, the OMol25 dataset).

Last column: Löwdin charge in e.
CARTESIAN COORDINATES (ANGSTROEM)
C1 4.786790 1.712154 3.249429  -0.1200
C2 4.430638 1.826311 1.788148  -0.1725
O1 4.346098 0.550290 1.384697  0.0707
C3 4.919170 -0.224877 2.289513  -0.5052
O2 5.111135 -1.421616 2.144237  0.1259
O3 5.483204 0.453827 3.398775  0.0765
H1 3.982116 1.998567 3.926610  0.1226
H2 5.548249 2.468161 3.441068  0.1310
H3 5.134182 2.432215 1.217176  0.1482
H4 3.447275 2.269200 1.630207  0.1142
C4 -5.589367 3.402982 1.217225  -0.1543
C5 -4.481120 4.204440 0.698849  -0.1382
O4 -4.723842 4.099792 -0.649703  0.1002
C6 -5.947748 3.796649 -0.912078  -0.5790
O5 -6.479913 3.795977 -2.062133  0.0996
O6 -6.493784 3.414080 0.189006  0.1102
H5 -6.000333 3.795261 2.147452  0.1443
H6 -5.350380 2.344205 1.317140  0.1439
H7 -3.618075 3.599655 0.977185  0.1277
H8 -4.524457 5.254794 0.986918  0.1495
C7 3.913022 -2.462507 -1.935481  -0.0955
C8 3.875840 -2.578975 -0.447583  -0.0975
O7 3.501630 -3.933050 -0.162553  0.1401
C9 3.215043 -4.550859 -1.222292  -0.6452
O8 2.849855 -5.708034 -1.364511  0.1168
O9 3.599522 -3.808893 -2.268056  0.0725
H9 4.934935 -2.124166 -2.106761  0.1445
H10 3.133508 -1.744128 -2.189221  0.1092
H11 3.225231 -1.830010 0.003928  0.1134
H12 4.876725 -2.411689 -0.049651  0.1252
C10 -2.143301 -4.074386 2.929092  -0.1537
C11 -1.655666 -2.790053 2.435245  -0.1054
O10 -2.451026 -2.493101 1.293450  0.1158
C12 -3.031651 -3.519056 0.883123  -0.5438
O11 -3.572374 -3.618619 -0.238010  0.1129
O12 -3.024307 -4.440064 1.929814  0.0527
H13 -2.757530 -3.974202 3.823959  0.1435
H14 -1.351553 -4.823194 2.906223  0.1461
H15 -0.592413 -2.643948 2.244805  0.1248
H16 -1.979914 -2.072328 3.188797  0.1313
C13 2.676654 0.533292 -5.657939  -0.1265
C14 1.492148 -0.084382 -4.847831  -0.0980
O13 1.896187 0.043996 -3.504730  0.0400
C15 3.025655 0.740536 -3.399905  -0.4855
O14 3.566648 1.083152 -2.329268  0.0926
O15 3.461396 1.103975 -4.667193  0.0582
H17 2.319543 1.309929 -6.334265  0.1326
H18 3.161808 -0.263194 -6.222158  0.1286
H19 1.628441 -1.136394 -5.098397  0.1238
H20 0.462135 0.235114 -5.006276  0.1326
C16 -0.599029 4.415516 1.619139  -0.0824
C17 -0.331980 3.230297 2.564265  -0.0742
O16 1.103468 3.329686 2.877869  0.0840
C18 1.616838 4.307129 2.233921  -0.6457
O17 2.775156 4.602385 2.254252  0.1524
O18 0.665408 5.071252 1.668625  0.0639
H21 -1.367344 5.066917 2.035643  0.1302
H22 -0.664494 4.194318 0.553830  0.1410
H23 -0.555912 2.240599 2.166199  0.0884
H24 -0.857396 3.385590 3.506552  0.1267
C19 1.256057 0.291027 -0.066633  -0.0992
C20 0.482015 -0.946953 -0.239492  -0.1536
O19 -0.830133 -0.583918 -0.178731  0.0945
C21 -0.968674 0.655067 0.264910  -0.5106
O20 -2.016444 1.267270 0.345933  0.1180
O21 0.276935 1.235330 0.344095  0.0559
H25 1.742228 0.650950 -0.973389  0.1137
H26 2.058585 0.148440 0.657046  0.1159
H27 0.641385 -1.644387 0.582867  0.1213
H28 0.705496 -1.477134 -1.165271  0.1269
C22 -0.105651 0.366210 4.438838  -0.1022
C23 1.122637 0.384546 5.315330  -0.0936
O22 1.979550 -0.641164 4.812439  0.1215
C24 1.558716 -1.018145 3.666347  -0.5778
O23 2.238545 -1.745952 2.961039  0.1462
O24 0.363674 -0.433845 3.371763  0.0465
H29 -0.241820 1.414642 4.173620  0.0988
H30 -0.926896 -0.066015 5.010545  0.1385
H31 0.889446 0.140703 6.351805  0.1334
H32 1.666211 1.323870 5.416816  0.1319
C25 -1.382008 -4.622075 -2.520182  -0.0453
C26 0.051432 -4.214889 -2.329071  -0.1699
O25 0.218307 -3.148010 -3.168813  0.0504
C27 -0.953354 -2.508289 -3.292547  -0.5511
O26 -1.123344 -1.349469 -3.673058  0.1159
O27 -1.908867 -3.295559 -2.838579  0.0779
H33 -1.765201 -5.114081 -1.626201  0.1342
H34 -1.413326 -5.219808 -3.431130  0.1402
H35 0.742100 -4.965999 -2.712361  0.1392
H36 0.318293 -3.820435 -1.348616  0.1330
C28 -3.289285 1.102020 -2.211388  -0.1455
C29 -4.466493 0.338862 -2.940646  -0.0681
O28 -4.739269 1.125999 -4.118668  0.0492
C30 -3.857411 2.173239 -4.156859  -0.5100
O29 -3.689913 2.864164 -5.151429  0.1213
O30 -3.052414 2.137672 -3.074302  0.0596
H37 -2.543050 0.311093 -2.136105  0.1080
H38 -3.597552 1.565087 -1.274029  0.1034
H39 -5.358918 0.390538 -2.316951  0.1243
H40 -4.102340 -0.651120 -3.215312  0.1217

Cartesian forces (eV/Å) of the 2 atoms listed first:
2.093 2.570 0.791
-1.160 3.383 0.633

Properties
Net charge: 0
Calculated total energy, eV: -93179.4454
SMILES: O=C1OCCO1.O=C1OCCO1.O=C1OCCO1.O=C1OCCO1.O=C1OCCO1.O=C1OCCO1.O=C1OCCO1.O=C1OCCO1.O=C1OCCO1.O=C1OCCO1
Orbital gap, eV: 9.8

Energy above the lowest of the compared OMol25 structures with the same formula, charge and spin for the records above, in order: 0.00 7.71 116.06 kcal/mol